# 1
{
  "formula": "C5H12O",
  "method": "wB97M-V/def2-TZVPD",
  "smiles": "COCC(C)C",
  "largest_force_ha_per_bohr": 0.0369,
  "elements": ["C", "O", "C", "C", "C", "C", "H", "H", "H", "H", "H", "H", "H", "H", "H", "H", "H", "H"],
  "positions_angstrom": [[-1.6683, 0.5548, 2.1655], [-1.3388, 0.0002, 0.9216], [-0.2071, 0.6027, 0.3439], [0.1505, -0.1716, -0.9202], [0.6259, -1.5769, -0.6395], [1.2761, 0.5048, -1.6766], [-0.8521, 0.4223, 2.8934], [-2.5584, 0.0352, 2.5284], [-1.8888, 1.6313, 2.0847], [-0.4107, 1.6705, 0.1290], [0.6444, 0.5765, 1.0527], [-0.7583, -0.4112, -1.4798], [-0.0932, -2.0544, 0.0445], [0.6251, -2.1335, -1.5885], [1.7197, -1.4724, -0.3183], [1.1547, 1.5993, -1.7582], [2.1902, 0.1275, -1.0969], [1.3890, 0.0950, -2.6856]],
  "forces_ev_per_angstrom": [[-0.115, 0.087, 0.278], [-0.029, -0.070, 0.005], [0.187, -0.059, -0.188], [-0.323, -0.288, -0.106], [0.996, -0.163, 0.340], [0.653, -0.350, 0.278], [-0.113, 0.019, -0.097], [0.126, 0.100, -0.017], [0.028, -0.151, -0.001], [0.025, -0.287, -0.061], [-0.123, -0.021, -0.129], [-0.200, 1.093, -0.279], [0.794, -0.128, 0.061], [0.086, 0.013, 0.308], [-1.561, -0.880, 0.248], [0.407, -0.449, 0.204], [-0.747, 1.464, -0.949], [-0.091, 0.070, 0.105]]
}

---

# 2
{
  "formula": "C4H7NO2",
  "method": "wB97M-V/def2-TZVPD",
  "smiles": "CN1CC1=O.C=O",
  "largest_force_ha_per_bohr": 0.0096,
  "elements": ["C", "N", "C", "C", "O", "H", "H", "H", "H", "H", "C", "O", "H", "H"],
  "positions_angstrom": [[-1.5946, -1.5008, 1.0524], [-1.1883, -0.7257, -0.1068], [0.0736, -0.7052, -0.9369], [-0.3780, 0.3319, -0.0070], [-0.1565, 1.2925, 0.6915], [-2.4727, -1.0012, 1.4702], [-1.8701, -2.5173, 0.7691], [-0.8135, -1.5228, 1.8243], [-0.1032, -0.6524, -2.0082], [0.9489, -1.2885, -0.6424], [1.8845, 2.0749, -0.5211], [1.9768, 1.3672, -1.4963], [1.3055, 3.0151, -0.5224], [2.3876, 1.8324, 0.4337]],
  "forces_ev_per_angstrom": [[-0.081, -0.120, 0.132], [-0.067, 0.260, 0.110], [0.216, -0.067, -0.162], [-0.087, 0.148, 0.239], [-0.125, -0.345, -0.332], [0.116, -0.150, -0.002], [0.057, 0.127, -0.036], [-0.071, -0.061, -0.142], [0.000, -0.023, 0.213], [-0.206, 0.046, 0.078], [0.101, -0.067, -0.215], [0.042, 0.325, 0.364], [0.110, -0.078, -0.094], [-0.004, 0.006, -0.152]]
}

---

# 3
{
  "formula": "C32H26AsNO2SSrTe",
  "method": "wB97M-V/def2-TZVPD",
  "largest_force_ha_per_bohr": 0.0489,
  "elements": ["Sr", "O", "C", "O", "C", "C", "C", "C", "C", "N", "H", "H", "H", "H", "S", "C", "C", "C", "C", "C", "C", "As", "C", "C", "C", "C", "C", "C", "C", "C", "C", "C", "C", "C", "H", "H", "H", "H", "H", "H", "H", "H", "H", "H", "H", "H", "H", "H", "C", "Te", "C", "C", "C", "C", "C", "C", "C", "H", "H", "H", "H", "H", "H", "H", "H"],
  "positions_angstrom": [[0.0689, -1.2764, 0.7829], [-0.3271, -1.0355, 4.9563], [-0.6071, -0.4698, 3.9361], [-1.0374, -1.0118, 2.8074], [-0.4339, 1.0269, 3.7777], [-0.8694, 1.9002, 4.7629], [-0.7064, 3.2566, 4.5473], [-0.0891, 3.6854, 3.3868], [0.3452, 2.7356, 2.4772], [0.1686, 1.4238, 2.6523], [-1.3172, 1.5026, 5.6618], [-1.0530, 3.9733, 5.2811], [0.0609, 4.7358, 3.1787], [0.8487, 3.0535, 1.5765], [0.8377, -1.5813, -1.9666], [0.0802, -0.4583, -3.1093], [-0.1990, -0.8772, -4.4098], [-0.7663, -0.0071, -5.3318], [-1.0659, 1.3003, -4.9816], [-0.7887, 1.7360, -3.6919], [-0.2188, 0.8729, -2.7683], [0.1356, 1.3846, -0.9548], [2.0714, 1.6168, -1.0120], [2.7816, 1.5424, 0.1843], [4.1639, 1.6628, 0.2005], [4.8503, 1.8533, -0.9915], [4.1508, 1.9162, -2.1883], [2.7679, 1.7957, -2.1992], [-0.4818, 3.2097, -0.8965], [-1.7782, 3.4458, -0.4420], [-2.2717, 4.7371, -0.3451], [-1.4622, 5.8137, -0.6898], [-0.1689, 5.5900, -1.1350], [0.3208, 4.2921, -1.2391], [0.0344, -1.8964, -4.6864], [-0.9781, -0.3556, -6.3349], [-1.5088, 1.9748, -5.7023], [-1.0175, 2.7580, -3.4119], [2.2641, 1.3864, 1.1270], [4.7055, 1.6038, 1.1355], [5.9285, 1.9445, -0.9876], [4.6873, 2.0504, -3.1185], [2.2329, 1.8222, -3.1431], [-2.4162, 2.6168, -0.1492], [-3.2803, 4.9092, 0.0069], [-1.8402, 6.8245, -0.6079], [0.4607, 6.4290, -1.4022], [1.3353, 4.1329, -1.5857], [0.9204, -5.5535, 1.6990], [0.3590, -3.6551, 2.6641], [-1.0287, -3.7134, 1.0049], [-1.4024, -5.1829, 0.9006], [-2.6532, -5.6065, 0.4765], [-2.9272, -6.9626, 0.3872], [-1.9503, -7.8923, 0.7159], [-0.6977, -7.4657, 1.1364], [-0.4189, -6.1117, 1.2286], [1.4302, -6.2193, 2.3920], [1.5784, -5.3714, 0.8493], [-0.5200, -3.4516, 0.0557], [-1.8772, -3.0447, 1.1820], [-3.4174, -4.8809, 0.2253], [-3.9074, -7.2917, 0.0682], [-2.1666, -8.9506, 0.6553], [0.0611, -8.1918, 1.4021]],
  "forces_ev_per_angstrom": [[0.402, 2.028, -0.439], [0.120, -0.490, 0.967], [-0.658, 0.096, -2.427], [0.404, -0.073, 1.232], [0.110, -0.030, 0.143], [0.115, -0.017, -0.141], [-0.113, 0.080, 0.208], [0.052, 0.042, -0.118], [-0.110, -0.110, 0.244], [0.004, 0.085, -0.084], [-0.011, 0.006, 0.024], [0.001, 0.005, 0.001], [-0.005, 0.003, 0.007], [0.066, -0.019, -0.145], [-0.105, -0.039, -0.143], [0.074, -0.048, 0.211], [-0.068, 0.104, -0.118], [0.049, -0.135, 0.028], [0.006, 0.061, 0.078], [-0.050, 0.053, -0.204], [-0.031, -0.098, -0.118], [0.164, -0.358, 0.169], [-0.006, -0.002, 0.129], [-0.016, -0.020, 0.146], [0.063, 0.029, -0.173], [-0.020, -0.007, 0.067], [0.002, -0.005, 0.015], [0.009, 0.021, -0.161], [-0.083, 0.322, 0.016], [-0.085, -0.068, 0.028], [0.097, 0.123, -0.035], [-0.088, -0.052, 0.029], [0.036, -0.053, -0.001], [0.009, 0.143, -0.023], [0.000, -0.018, -0.019], [0.009, -0.027, -0.003], [-0.004, 0.010, 0.001], [0.007, -0.018, 0.015], [-0.050, -0.008, -0.062], [-0.018, -0.006, 0.024], [0.011, -0.001, -0.005], [-0.014, 0.003, -0.022], [0.009, 0.002, 0.050], [0.080, -0.010, -0.028], [-0.014, -0.021, 0.007], [-0.006, 0.003, -0.002], [0.028, -0.016, -0.009], [-0.018, -0.030, 0.008], [-0.497, 0.093, -0.007], [0.209, -1.240, 0.227], [-0.132, -0.762, -0.091], [-0.209, 0.436, -0.052], [0.034, 0.060, -0.001], [0.003, -0.116, -0.002], [-0.050, 0.053, -0.018], [0.029, -0.066, -0.018], [0.498, 0.321, 0.283], [-0.064, 0.071, 0.074], [0.034, 0.137, 0.038], [-0.181, -0.187, 0.150], [-0.053, -0.242, 0.043], [0.016, 0.008, 0.002], [0.007, -0.016, 0.004], [-0.001, -0.003, 0.000], [0.002, 0.009, 0.003]]
}

---

Per-record molecular weight, g/mol: 88.1; 101.1; 778.8
Per-record E, Eh: -272.90815; -361.75751; -4373.01106